Here is a molecular structure, C37H37CrF6N2O10PS3Te from the OMol25 dataset. Energies are from ωB97M-V/def2-TZVPD.

## Properties
**Orbital gap (spin up / spin down)**: 6.24 / 6.27 eV
**HOMO energy (spin up / spin down)**: -4.341 / -4.338 eV
**Relative energy (zero: lowest compared OMol25 entry of this formula, charge and spin)**: 1.9077 eV

ORCA input file:
```
! wB97M-V def2-TZVPD RIJCOSX def2/J DEFGRID3
* xyz -1 2
Cr -0.16 -0.02 -0.39
O -0.95 -0.73 2.64
C -0.11 0.10 3.41
C 0.60 1.07 2.35
O 1.47 1.81 2.76
O 0.09 1.04 1.19
C -0.95 1.06 4.25
C -2.34 1.02 4.14
C -3.14 1.96 4.78
C -2.56 2.97 5.54
C -1.18 3.03 5.64
C -0.39 2.09 5.00
C 0.96 -0.72 4.12
C 0.97 -2.11 3.95
C 1.96 -2.89 4.53
C 2.96 -2.31 5.30
C 2.97 -0.94 5.46
C 1.99 -0.15 4.86
H -1.43 -1.32 3.24
H -2.82 0.27 3.53
H -4.21 1.91 4.67
H -3.19 3.73 6.01
H -0.72 3.82 6.21
H 0.68 2.21 5.06
H 0.23 -2.59 3.34
H 1.95 -3.96 4.37
H 3.73 -2.92 5.75
H 3.75 -0.47 6.03
H 2.07 0.92 4.95
C -4.62 4.64 2.14
C -3.87 4.52 0.80
C -2.41 4.92 1.04
C -4.49 5.48 -0.22
C -4.01 3.09 0.30
C -5.31 2.57 0.13
C -5.53 1.26 -0.24
C -4.43 0.44 -0.45
S -4.38 -1.27 -0.76
C -2.65 -1.23 -0.62
N -2.15 -0.02 -0.46
C -3.13 0.94 -0.31
C -2.93 2.27 0.06
C -1.79 -2.35 -0.40
C -2.19 -3.69 -0.41
C -1.31 -4.65 0.05
C -0.05 -4.27 0.51
C 0.36 -2.95 0.46
C -0.49 -1.95 -0.01
H -4.43 5.63 2.58
H -4.26 3.88 2.84
H -5.70 4.52 2.02
H -2.38 5.93 1.46
H -1.84 4.91 0.12
H -1.94 4.24 1.75
H -4.51 6.50 0.18
H -5.51 5.19 -0.48
H -3.90 5.49 -1.14
H -6.16 3.20 0.31
H -6.54 0.87 -0.33
H -1.90 2.59 0.18
H -3.18 -3.96 -0.76
H -1.61 -5.69 0.07
H 0.63 -5.03 0.89
H 1.34 -2.68 0.82
F -1.96 4.46 -2.27
C -1.76 3.41 -3.08
F -2.74 2.54 -2.87
F -1.84 3.84 -4.34
S -0.09 2.64 -2.77
O -0.18 2.06 -1.45
O 0.79 3.74 -2.97
N -0.13 1.60 -3.94
S 0.09 0.07 -3.78
O -0.13 -0.50 -2.44
O 1.08 -0.47 -4.65
C -1.50 -0.52 -4.57
F -1.54 -1.84 -4.66
F -2.54 -0.13 -3.80
F -1.69 -0.01 -5.79
C 4.69 1.71 -2.92
C 3.42 1.75 -2.08
O 2.53 0.67 -2.45
P 2.56 -0.69 -1.56
O 1.84 -0.34 -0.27
Te 2.12 -2.83 -2.47
O 4.15 -0.63 -1.19
C 4.70 -1.64 -0.34
C 5.69 -2.50 -1.11
H 5.28 2.60 -2.73
H 4.42 1.67 -3.97
H 5.27 0.82 -2.67
H 2.88 2.68 -2.26
H 3.64 1.69 -1.01
H 3.90 -2.26 0.07
H 5.20 -1.12 0.48
H 5.16 -3.05 -1.89
H 6.17 -3.20 -0.42
H 6.46 -1.87 -1.56
*
```